{"formula": "C6H6", "method": "ωB97M-V/def2-TZVPD", "symbols": ["C", "C", "C", "C", "C", "C", "H", "H", "H", "H", "H", "H"], "xyz": [[-2.84947, -0.72853, -0.41480], [-1.85212, -0.15409, -0.14277], [-0.58632, 0.48656, 0.10722], [0.17123, 1.37709, 0.71763], [0.79817, 0.53863, -0.36380], [1.67088, -0.67880, 0.03309], [-3.87443, -1.21089, -0.57113], [0.01282, 2.21440, 1.36885], [0.87035, 0.87482, -1.38044], [0.93362, -1.39816, 0.28422], [2.22398, -0.37644, 1.01483], [2.48130, -0.94459, -0.65290]], "forces_ev_per_angstrom": [[-4.17, -1.94, -0.60], [3.06, 1.56, 0.68], [-1.29, 0.33, 0.87], [-1.93, -0.95, -1.09], [0.79, -0.94, -0.08], [1.43, 2.58, 1.84], [2.38, 1.02, 0.25], [0.69, 0.18, 0.16], [0.60, 0.56, -0.41], [0.03, -1.46, 0.05], [-0.96, -0.70, -1.51], [-0.62, -0.26, -0.16]], "homo_lumo_gap_ev": 10.0, "homo_energy_ev": -9.062}